Entry 1:
Density functional theory data (ωB97M-V/def2-TZVPD) for an isolated ion of composition C4H10NO2 and charge +2 in a non-equilibrium geometry.

Geometry as ORCA input:
```
! RIJCOSX wB97M-V def2-TZVPD def2/J DEFGRID3
* xyz 2 2
O 0.61 -2.42 -0.95
C 0.46 -1.88 0.10
C 0.44 -0.24 -0.06
C -1.12 0.40 0.02
C -1.14 1.33 1.23
O -0.05 2.23 1.46
N 0.74 0.02 -1.58
H 0.54 -2.38 1.06
H 1.23 0.34 0.57
H -1.83 -0.40 0.32
H -1.36 0.96 -0.90
H -1.16 0.67 2.17
H -2.02 2.02 1.25
H 0.67 2.41 0.79
H 0.26 -0.64 -2.18
H 0.38 0.92 -1.99
H 1.74 -0.11 -1.83
*
```

Properties
LUMO energy (spin up / spin down) (eV): -8.20 / -14.28
Relative energy (zero: lowest compared OMol25 entry of this formula, charge and spin) (eV): 2.7630
E (Ha): -362.78971

Entry 2:
Density functional theory data (ωB97M-V/def2-TZVPD) for C17H20MoN5O6S3Te as an isolated structure.

Geometry as ORCA input:
```
! RIJCOSX wB97M-V def2-TZVPD def2/J DEFGRID3
* xyz -1 1
Mo -1.47 -1.13 1.13
C -5.76 -1.73 -0.70
C -4.46 -1.15 -0.23
S -3.26 -2.28 0.39
C -4.16 0.15 -0.28
C -5.10 1.19 -0.82
S -2.59 0.69 0.27
H -5.71 -2.82 -0.75
H -6.04 -1.37 -1.69
H -6.58 -1.47 -0.02
H -6.12 1.04 -0.47
H -5.12 1.17 -1.92
H -4.78 2.19 -0.52
C 2.87 -3.78 -0.74
O 1.48 -3.68 -0.42
C 1.08 -2.91 0.61
O -0.12 -2.90 0.86
N 2.05 -2.26 1.29
N 1.67 -1.38 2.30
H 2.93 -4.54 -1.52
H 3.46 -4.10 0.12
H 3.25 -2.84 -1.14
H 2.93 -2.11 0.82
H 1.70 -0.41 1.98
H 2.27 -1.51 3.10
S 2.19 2.26 1.88
C 0.68 2.98 2.04
N -0.40 2.25 2.46
C -1.64 2.73 2.58
C -1.87 4.05 2.31
C -0.75 4.78 1.90
N 0.47 4.30 1.76
H -0.27 1.25 2.67
H -2.38 2.01 2.89
H -2.85 4.48 2.37
H -0.86 5.84 1.66
Te -1.74 -0.92 3.62
O -0.57 -0.94 -1.98
C 0.26 -0.50 -1.21
O 0.16 -0.41 0.07
C 1.62 -0.09 -1.76
C 1.78 -0.02 -3.14
C 3.02 0.29 -3.69
C 4.12 0.49 -2.87
C 3.93 0.39 -1.50
C 2.70 0.13 -0.93
N 5.10 0.51 -0.61
O 4.99 0.09 0.52
O 6.12 0.98 -1.08
H 0.92 -0.21 -3.76
H 3.14 0.36 -4.76
H 5.10 0.71 -3.26
H 2.58 0.13 0.14
*
```

Properties
LUMO energy (eV): 1.65
Relative energy (zero: lowest compared OMol25 entry of this formula, charge and spin) (eV): 0.3801
E (Ha): -2915.87662

Entry 3:
Density functional theory data (ωB97M-V/def2-TZVPD) for one molecule with the formula C8H10Cl2Si in a non-equilibrium geometry.

Geometry as ORCA input:
```
! RIJCOSX wB97M-V def2-TZVPD def2/J DEFGRID3
* xyz 0 1
C -1.76 2.88 0.14
C -0.91 1.61 0.15
C -1.57 0.41 0.46
C -0.96 -0.78 0.25
C 0.37 -0.90 -0.10
C 0.97 -2.25 -0.20
C 1.23 0.18 0.01
Si 3.13 0.32 -0.28
Cl 4.21 -1.04 0.82
C 0.43 1.54 0.11
Cl 1.28 2.96 -0.33
H -2.32 2.75 -0.75
H -2.58 2.92 0.99
H -1.19 3.76 0.20
H -2.44 0.53 1.10
H -1.37 -1.71 0.61
H 0.75 -2.71 -1.17
H 2.03 -2.12 -0.16
H 0.49 -2.79 0.64
H 3.73 1.54 0.20
H 3.29 -0.11 -1.66
*
```

Properties
LUMO energy (eV): 0.36
Relative energy (zero: lowest compared OMol25 entry of this formula, charge and spin) (eV): 3.4451
E (Ha): -1520.71083
Structure (SMILES): Cc1ccc(C)c([SiH2]Cl)c1Cl

Entry 4:
Density functional theory data (ωB97M-V/def2-TZVPD) for an isolated ion of composition C16H27Si and charge +1 in a non-equilibrium geometry.

Geometry as ORCA input:
```
! RIJCOSX wB97M-V def2-TZVPD def2/J DEFGRID3
* xyz 1 1
C -0.82 -2.02 1.42
C -0.33 -0.88 0.63
C -1.08 0.41 0.68
C 1.11 -0.87 0.29
Si 2.61 -1.06 1.55
C 4.21 -1.15 0.56
C 2.71 0.43 2.69
C 2.56 -2.60 2.63
H -0.26 -2.91 1.11
H -0.58 -1.85 2.50
H -1.89 -2.26 1.36
H -0.30 1.19 0.67
H -1.54 0.43 1.68
H 1.31 -1.78 -0.30
H 1.37 0.04 -0.28
H 5.09 -1.19 1.23
H 4.24 -2.04 -0.08
H 4.33 -0.26 -0.08
H 3.57 0.33 3.37
H 2.85 1.35 2.11
H 1.81 0.52 3.30
H 3.46 -2.62 3.28
H 1.68 -2.62 3.29
H 2.58 -3.52 2.04
C -2.45 2.38 0.28
C -2.14 0.97 -0.27
C -3.46 0.17 -0.22
C -1.63 1.11 -1.74
C -1.67 0.00 -2.59
C -1.12 0.06 -3.88
C -0.57 1.25 -4.37
C -0.61 2.39 -3.56
C -1.19 2.34 -2.28
H -1.55 3.01 0.30
H -3.22 2.86 -0.33
H -2.80 2.30 1.32
H -3.44 -0.79 -0.73
H -3.75 -0.03 0.82
H -4.25 0.78 -0.67
H -2.10 -0.93 -2.22
H -1.14 -0.84 -4.50
H -0.13 1.30 -5.38
H -0.21 3.34 -3.92
H -1.28 3.26 -1.70
*
```

Properties
LUMO energy (eV): -5.42
Relative energy (zero: lowest compared OMol25 entry of this formula, charge and spin) (eV): 0.0000
E (Ha): -915.09956

Entry 5:
Density functional theory data (ωB97M-V/def2-TZVPD) for a 3-piece molecular cluster, C33H59ClF2N2O8PS overall in a non-equilibrium geometry.

Geometry as ORCA input:
```
! RIJCOSX wB97M-V def2-TZVPD def2/J DEFGRID3
* xyz 1 1
C 13.16 -4.98 0.26
C 13.16 -3.55 -0.26
C 11.78 -3.13 -0.80
C 11.50 -1.62 -0.65
C 10.21 -1.32 0.14
C 9.41 -0.14 -0.49
C 9.04 0.97 0.50
C 7.59 0.95 1.01
C 6.53 0.80 -0.10
C 5.42 1.86 -0.03
C 4.04 1.30 -0.37
C 2.94 2.35 -0.13
C 2.02 2.02 1.05
C 0.74 1.32 0.62
C -0.23 2.24 -0.14
C -1.65 1.65 -0.06
C -2.49 2.08 -1.26
C -3.89 1.51 -1.28
C -3.91 -0.05 -1.40
C -4.23 -0.64 -0.02
C -4.82 -2.08 0.01
C -5.60 -2.26 1.36
P -4.39 -2.12 2.76
S -5.21 -2.37 4.50
C -6.05 -3.70 1.44
N -6.93 -4.16 0.31
C -6.92 -3.36 -0.96
N -8.29 -2.79 -1.10
C -8.63 -2.51 -2.48
O -9.58 -3.05 -3.00
F -7.86 -1.66 -3.14
C -8.51 -1.67 -0.26
O -8.49 -0.52 -0.63
F -8.80 -1.98 1.00
C -5.78 -2.36 -1.15
Cl -4.80 -2.96 -2.54
H 12.95 -5.68 -0.54
H 14.12 -5.25 0.68
H 12.41 -5.12 1.02
H 13.51 -2.88 0.52
H 13.88 -3.51 -1.07
H 11.77 -3.37 -1.86
H 11.02 -3.73 -0.31
H 12.34 -1.18 -0.12
H 11.45 -1.19 -1.65
H 9.60 -2.21 0.09
H 10.46 -1.07 1.16
H 10.03 0.30 -1.26
H 8.55 -0.56 -1.00
H 9.68 0.86 1.37
H 9.27 1.94 0.07
H 7.41 1.90 1.49
H 7.49 0.15 1.74
H 7.02 0.89 -1.06
H 6.07 -0.18 -0.02
H 5.64 2.62 -0.77
H 5.39 2.36 0.94
H 3.83 0.38 0.16
H 4.06 1.06 -1.43
H 2.37 2.53 -1.04
H 3.44 3.30 0.09
H 1.79 2.92 1.62
H 2.55 1.34 1.70
H 0.23 0.99 1.53
H 0.93 0.45 0.01
H 0.05 2.28 -1.18
H -0.27 3.22 0.32
H -1.63 0.56 -0.01
H -2.15 2.03 0.83
H -1.99 1.80 -2.18
H -2.52 3.17 -1.28
H -4.40 1.84 -0.37
H -4.47 1.92 -2.11
H -2.90 -0.32 -1.68
H -4.64 -0.28 -2.16
H -3.29 -0.69 0.51
H -4.90 0.00 0.55
H -3.99 -2.78 0.05
H -6.39 -1.52 1.47
H -3.68 -0.91 2.66
H -3.47 -3.16 2.49
H -5.16 -4.33 1.44
H -6.53 -3.89 2.39
H -6.70 -5.13 0.10
H -7.90 -4.19 0.65
H -6.86 -4.07 -1.77
H -6.16 -1.40 -1.49
C -9.94 0.52 3.09
C -11.04 -0.51 3.14
O -10.85 -1.10 4.42
C -10.18 -0.21 5.20
O -10.01 -0.33 6.36
O -9.75 0.85 4.46
H -10.22 1.41 2.52
H -9.01 0.12 2.69
H -12.04 -0.06 3.11
H -10.96 -1.25 2.35
C -1.61 7.20 -3.75
C -2.53 6.36 -2.88
O -1.71 5.23 -2.58
C -0.41 5.60 -2.71
O 0.51 4.94 -2.37
O -0.32 6.83 -3.27
H -1.78 8.27 -3.63
H -1.69 6.95 -4.81
H -2.80 6.86 -1.95
H -3.44 6.06 -3.40
*
```

Properties
LUMO energy (eV): -3.88
Relative energy (zero: lowest compared OMol25 entry of this formula, charge and spin) (eV): 1.1432
E (Ha): -3403.42669

Entry 6:
Density functional theory data (ωB97M-V/def2-TZVPD) for C47H50AsCl3N3NaO4Sb as an isolated structure in a non-equilibrium geometry.

Geometry as ORCA input:
```
! RIJCOSX wB97M-V def2-TZVPD def2/J DEFGRID3
* xyz -1 1
Na -0.11 0.36 0.32
Cl -2.86 6.97 0.45
C -2.35 5.33 0.69
C -2.01 4.91 1.98
C -1.65 3.62 2.20
C -1.57 2.65 1.14
O -1.34 1.44 1.38
C -1.83 3.15 -0.19
C -1.65 2.33 -1.34
O -1.08 1.24 -1.41
C -2.27 4.47 -0.37
H -2.05 5.62 2.80
H -1.40 3.27 3.19
H -2.05 2.76 -2.28
H -2.54 4.81 -1.37
N 0.48 -2.46 -0.53
C 0.50 -3.18 0.74
C 0.56 -2.18 1.89
N -0.65 -1.39 1.93
H 0.62 -3.10 -1.30
H 1.22 -1.77 -0.54
H 1.36 -3.86 0.82
H -0.42 -3.77 0.82
H 1.39 -1.50 1.72
H 0.74 -2.74 2.82
H -0.52 -0.59 2.54
H -1.42 -1.94 2.29
C 4.46 2.16 -3.75
C 2.98 2.36 -3.49
Sb 1.79 0.61 -2.78
C 1.36 -0.19 -4.81
C 2.24 0.19 -5.99
C 3.49 -0.72 -2.34
C 4.14 -1.49 -3.48
H 4.94 3.10 -4.01
H 4.63 1.46 -4.56
H 4.96 1.78 -2.86
H 2.48 2.73 -4.39
H 2.85 3.13 -2.73
H 0.33 0.12 -5.02
H 1.34 -1.28 -4.70
H 2.17 1.26 -6.20
H 1.92 -0.34 -6.89
H 3.28 -0.06 -5.81
H 3.10 -1.42 -1.60
H 4.23 -0.11 -1.82
H 3.39 -2.05 -4.04
H 4.87 -2.21 -3.09
H 4.66 -0.82 -4.16
C -5.94 1.40 -2.35
C -5.39 0.42 -3.16
C -4.33 -0.35 -2.69
C -3.82 -0.15 -1.42
C -4.37 0.85 -0.62
C -5.42 1.62 -1.08
As -2.30 -1.14 -0.67
C -2.12 -2.39 -2.14
C -1.39 -2.19 -3.29
C -1.29 -3.19 -4.25
C -1.91 -4.41 -4.04
C -2.63 -4.64 -2.88
C -2.75 -3.63 -1.92
C -3.51 -3.70 -0.68
C -4.26 -4.78 -0.23
C -4.97 -4.69 0.95
C -4.93 -3.53 1.70
C -4.16 -2.45 1.28
C -3.46 -2.53 0.09
H -6.76 2.00 -2.71
H -5.78 0.26 -4.15
H -3.91 -1.10 -3.34
H -3.94 1.03 0.36
H -5.84 2.40 -0.46
H -0.90 -1.23 -3.43
H -0.73 -3.02 -5.16
H -1.83 -5.20 -4.78
H -3.11 -5.60 -2.72
H -4.30 -5.70 -0.81
H -5.56 -5.53 1.29
H -5.50 -3.46 2.62
H -4.11 -1.55 1.87
Cl 2.15 2.17 5.86
C 3.07 3.63 5.64
C 3.58 4.28 6.75
C 4.33 5.43 6.60
C 4.62 5.88 5.32
C 4.12 5.22 4.22
Cl 4.64 5.78 2.66
C 3.27 4.10 4.33
N 2.72 3.48 3.25
C 2.18 4.18 2.16
C 1.56 5.41 2.34
C 0.99 6.07 1.27
C 0.99 5.48 0.02
C 1.60 4.25 -0.16
C 2.23 3.60 0.89
C 2.97 2.32 0.68
C 2.12 1.10 1.10
O 1.75 1.02 2.28
O 1.87 0.27 0.20
H 3.37 3.89 7.74
H 4.71 5.96 7.46
H 5.24 6.75 5.17
H 2.39 2.51 3.30
H 1.52 5.84 3.33
H 0.54 7.04 1.41
H 0.51 5.97 -0.81
H 1.61 3.81 -1.15
H 3.89 2.31 1.28
H 3.22 2.18 -0.37
*
```

Properties
LUMO energy (eV): 2.03
Relative energy (zero: lowest compared OMol25 entry of this formula, charge and spin) (eV): 1.1538
E (Ha): -6305.26654

Entry 7:
Density functional theory data (ωB97M-V/def2-TZVPD) for one molecule with the formula C5H8N2O in a non-equilibrium geometry.

Geometry as ORCA input:
```
! RIJCOSX wB97M-V def2-TZVPD def2/J DEFGRID3
* xyz 0 1
O 1.60 0.25 1.95
N 0.38 -0.26 1.89
C -0.06 -0.40 0.74
C 1.04 0.14 -0.22
C 0.24 -0.03 -1.73
N -0.91 0.89 -1.86
C -1.07 -0.43 -1.27
C -1.50 -0.55 0.20
H 1.55 1.12 2.65
H 1.29 1.39 -0.31
H 2.17 -0.37 0.00
H 0.76 -0.59 -2.54
H -0.86 1.48 -1.05
H -1.69 -1.04 -2.05
H -1.95 0.63 0.61
H -2.28 -1.41 0.52
*
```

Properties
LUMO energy (eV): 0.64
Relative energy (zero: lowest compared OMol25 entry of this formula, charge and spin) (eV): 7.6505
E (Ha): -379.80702
Structure (SMILES): O/N=C1\C[C@@H]2N[C@@H]2C1

Entry 8:
Density functional theory data (ωB97M-V/def2-TZVPD) for a 2-piece molecular cluster, C7H12O3 overall in a non-equilibrium geometry.

Geometry as ORCA input:
```
! RIJCOSX wB97M-V def2-TZVPD def2/J DEFGRID3
* xyz 0 1
C -1.79 -0.43 -1.08
C -0.92 0.51 -0.30
C -0.08 1.41 -0.85
C 0.63 2.46 -0.07
O 0.21 1.43 -2.17
H -2.72 -0.59 -0.54
H -2.03 -0.04 -2.06
H -1.32 -1.41 -1.21
H -1.10 0.59 0.76
H 1.07 3.18 -0.75
H 1.43 2.00 0.52
H -0.05 2.95 0.62
H -0.23 0.70 -2.63
C 0.31 -1.85 2.05
C 0.56 -1.73 0.58
O 0.12 -2.51 -0.25
C 1.46 -0.61 0.15
O 2.03 0.13 0.92
H 1.21 -1.56 2.60
H 0.00 -2.86 2.31
H -0.48 -1.16 2.34
H 1.68 -0.61 -0.93
*
```

Properties
LUMO energy (spin up / spin down) (eV): -0.14 / -0.14
Relative energy (zero: lowest compared OMol25 entry of this formula, charge and spin) (eV): 1.3673
E (Ha): -499.59626
Structure (SMILES): C/C=C(/C)O.CC(=O)C=O